12 unconnected molecules or ions with the total composition C72H180N12O24 at a distorted geometry, computed with ωB97M-V/def2-TZVPD.

The geometry in XYZ format:
```
288
Properties=species:S:1:pos:R:3:forces:R:3
C -12.803 -20.409 11.651 -1.15 0.12 0.33
O -13.778 -19.750 10.833 -0.02 0.47 -0.28
C -14.744 -18.961 11.571 0.37 -0.12 -0.70
C -15.747 -18.157 10.673 -0.24 0.24 0.36
N -16.527 -17.133 11.416 -0.75 -1.24 -0.55
C -17.391 -16.362 10.482 0.12 0.51 0.23
C -18.504 -17.051 9.611 0.78 0.31 -0.40
O -17.938 -17.732 8.477 0.53 -0.07 0.57
C -18.832 -18.098 7.451 -0.08 -0.32 0.40
H -12.084 -20.939 11.026 -0.32 0.07 -0.11
H -13.335 -21.081 12.324 0.01 -0.60 -0.11
H -12.258 -19.784 12.358 0.12 0.77 -0.31
H -14.138 -18.277 12.165 -0.26 0.37 0.35
H -15.283 -19.647 12.224 -0.22 0.15 0.23
H -16.539 -18.761 10.231 0.44 -0.59 0.00
H -15.289 -17.643 9.828 0.74 -0.28 -0.17
H -15.942 -16.560 12.007 -0.08 0.36 -0.28
H -16.780 -15.747 9.821 0.37 -0.31 -0.85
H -17.840 -15.535 11.030 -0.60 -0.42 0.38
H -19.133 -16.288 9.154 -0.03 0.56 0.54
H -19.183 -17.694 10.171 0.22 -0.35 0.26
H -18.276 -18.767 6.794 -0.02 0.15 -0.19
H -19.247 -17.257 6.895 0.23 0.39 -0.10
H -19.698 -18.642 7.828 -0.13 -0.24 0.27
C -17.892 -16.789 -9.634 -0.99 0.20 -0.57
O -17.478 -17.950 -8.962 1.76 1.34 0.92
C -16.314 -17.597 -8.136 0.48 -1.43 -0.13
C -16.590 -16.922 -6.802 -1.48 -1.85 -0.44
N -17.415 -17.861 -5.963 2.29 0.86 -1.26
C -17.924 -17.233 -4.807 -2.15 -0.86 1.39
C -18.314 -18.268 -3.701 0.12 0.97 -0.54
O -19.572 -18.907 -3.937 1.14 1.53 -1.38
C -19.861 -19.886 -3.008 -0.29 -0.31 -0.40
H -18.348 -16.060 -8.964 -0.08 0.08 0.16
H -18.637 -17.074 -10.377 -0.13 -0.10 0.11
H -17.115 -16.265 -10.190 0.48 -0.19 0.09
H -15.544 -17.021 -8.650 -0.44 0.44 -0.67
H -15.804 -18.552 -8.007 -0.21 -0.19 0.45
H -17.070 -15.977 -7.059 -0.37 0.35 0.45
H -15.657 -16.704 -6.283 0.07 -0.05 -0.05
H -18.056 -18.418 -6.510 -0.21 0.36 0.03
H -18.842 -16.679 -5.007 -0.32 0.33 -0.03
H -17.259 -16.469 -4.403 0.33 -0.32 -0.01
H -18.398 -17.720 -2.763 0.07 0.06 0.39
H -17.482 -18.969 -3.639 -0.04 -0.46 0.11
H -19.247 -20.759 -3.226 0.16 -0.33 0.48
H -20.904 -20.136 -3.205 -0.01 -0.14 0.49
H -19.694 -19.484 -2.009 -0.14 -0.33 0.40
C -18.919 -14.348 5.029 -0.94 0.00 0.86
O -18.449 -13.559 6.132 0.32 0.34 0.50
C -19.029 -13.897 7.422 0.84 -1.28 -0.38
C -18.600 -12.945 8.587 -0.92 0.10 -2.21
N -19.084 -13.355 9.905 1.23 0.24 0.16
C -18.665 -12.331 10.889 -1.04 -0.22 0.73
C -17.238 -12.404 11.393 0.18 0.27 -2.25
O -16.403 -11.851 10.342 0.69 0.13 0.82
C -15.033 -12.138 10.624 -0.25 -0.49 0.52
H -19.864 -13.923 4.690 -0.10 -0.08 -0.19
H -19.125 -15.379 5.316 -0.05 -0.14 0.29
H -18.245 -14.445 4.177 0.45 0.73 0.40
H -18.692 -14.910 7.641 0.49 -0.21 0.27
H -20.097 -14.086 7.318 -0.48 0.84 0.08
H -19.019 -11.981 8.300 -0.22 0.52 0.10
H -17.529 -12.750 8.532 0.00 -0.62 0.41
H -20.094 -13.351 9.903 -0.12 -0.10 -0.13
H -19.278 -12.417 11.786 -0.25 -0.47 0.07
H -18.972 -11.354 10.514 0.65 0.52 -0.13
H -16.966 -13.455 11.493 0.00 -0.17 0.39
H -17.086 -11.856 12.322 -0.04 0.03 0.08
H -14.881 -13.204 10.459 0.32 -0.18 -0.15
H -14.804 -11.964 11.675 -0.10 0.15 0.30
H -14.284 -11.565 10.076 -0.62 0.17 -0.53
C -17.274 -14.659 -0.225 -1.67 0.78 0.32
O -17.151 -13.789 -1.331 0.34 0.08 0.03
C -16.304 -14.307 -2.313 0.98 0.33 -1.72
C -16.452 -13.552 -3.666 -1.31 -0.16 0.09
N -17.748 -13.846 -4.282 -0.22 -0.14 0.13
C -17.889 -13.257 -5.611 -0.27 -0.14 0.83
C -19.225 -13.702 -6.210 0.84 -1.44 1.63
O -19.306 -13.278 -7.469 -1.16 1.25 -4.37
C -20.379 -13.924 -8.220 0.72 0.76 0.91
H -16.383 -14.837 0.377 0.15 -0.09 -0.55
H -17.832 -15.550 -0.511 0.60 -0.60 -0.21
H -18.008 -14.163 0.410 0.19 0.23 0.36
H -16.499 -15.370 -2.459 -0.27 -0.18 -0.20
H -15.246 -14.244 -2.059 0.19 0.12 0.55
H -15.742 -13.793 -4.457 0.63 -0.43 0.57
H -16.405 -12.470 -3.547 0.50 0.28 0.52
H -18.446 -13.432 -3.682 -0.30 -0.11 0.13
H -17.043 -13.599 -6.208 -0.19 -0.27 -0.34
H -17.777 -12.173 -5.575 -0.27 0.41 -0.14
H -20.123 -13.448 -5.647 0.00 0.40 0.63
H -19.210 -14.792 -6.249 0.07 -0.53 0.54
H -21.355 -13.567 -7.888 -0.11 -0.15 0.50
H -20.262 -14.992 -8.040 -0.32 -0.17 -0.32
H -20.371 -13.654 -9.276 0.73 -0.10 0.09
C -15.489 -9.625 6.161 -0.45 1.05 1.24
O -15.425 -9.197 7.533 0.13 0.18 -0.24
C -16.630 -9.421 8.241 0.19 -0.39 1.68
C -16.456 -8.873 9.715 -0.25 0.47 -1.81
N -16.537 -7.422 9.603 -0.84 0.19 0.12
C -16.294 -6.671 10.832 0.58 -0.52 -0.68
C -16.021 -5.214 10.540 1.10 0.35 0.40
O -14.714 -5.022 9.988 -0.02 0.14 -0.61
C -14.495 -3.666 9.610 -0.09 -0.23 0.22
H -16.256 -9.017 5.682 -0.36 -0.29 -0.32
H -15.746 -10.684 6.168 0.18 -0.11 -0.58
H -14.555 -9.333 5.680 0.12 -0.56 0.17
H -16.863 -10.485 8.273 0.18 -0.29 0.07
H -17.509 -8.953 7.797 0.09 0.47 -0.26
H -15.494 -9.186 10.120 0.24 -0.31 0.05
H -17.242 -9.242 10.375 -0.10 -0.10 -0.14
H -15.918 -7.133 8.860 0.25 0.22 0.12
H -15.459 -7.169 11.325 0.50 0.44 0.51
H -17.121 -6.725 11.540 -0.37 -0.11 -0.23
H -15.982 -4.624 11.456 -0.66 -0.02 0.35
H -16.777 -4.810 9.867 -0.18 0.02 -0.10
H -14.446 -2.978 10.453 -0.08 -0.13 0.53
H -15.311 -3.294 8.990 0.01 -0.08 -0.38
H -13.533 -3.568 9.108 -0.17 -0.34 -0.19
C -17.293 -20.931 4.546 -0.70 0.27 1.00
O -16.422 -20.101 5.320 -1.05 0.63 -2.32
C -15.699 -20.604 6.382 0.05 -1.21 0.06
C -14.833 -19.478 6.922 -0.44 -0.36 -0.44
N -13.878 -18.890 5.942 -0.11 -0.55 1.37
C -13.078 -19.859 5.162 -1.11 1.09 -0.01
C -12.401 -19.089 4.004 0.21 -0.34 1.15
O -11.224 -19.777 3.610 -0.95 -0.59 1.46
C -10.737 -19.511 2.365 0.82 0.37 -0.88
H -17.754 -20.346 3.751 0.67 0.25 -0.24
H -18.175 -21.209 5.124 -0.12 -0.17 0.60
H -16.924 -21.882 4.162 0.79 0.16 -0.04
H -15.136 -21.480 6.061 0.49 -0.13 -0.13
H -16.385 -21.023 7.119 -0.13 0.26 0.65
H -14.445 -19.844 7.873 0.87 0.11 -0.09
H -15.576 -18.741 7.227 0.24 0.59 -0.12
H -14.442 -18.319 5.329 -0.12 0.08 -0.50
H -13.784 -20.557 4.710 0.32 -0.59 -0.15
H -12.412 -20.379 5.850 0.31 0.05 -0.33
H -12.153 -18.081 4.337 0.20 0.22 0.18
H -13.163 -18.955 3.237 0.17 -0.28 -0.61
H -9.825 -20.090 2.217 -0.21 -0.43 -0.04
H -10.366 -18.490 2.272 -0.37 0.55 -0.17
H -11.476 -19.749 1.600 0.02 0.10 -0.37
C -14.680 -17.711 -1.445 0.03 0.61 0.69
O -14.443 -16.727 -0.399 -0.44 -0.47 -0.97
C -13.543 -17.115 0.601 0.54 0.47 1.43
C -13.055 -15.891 1.448 -1.66 0.31 -0.50
N -14.182 -15.173 2.134 0.98 -0.25 1.05
C -13.731 -13.919 2.867 -1.41 0.82 -1.36
C -14.886 -12.886 3.111 0.35 -0.62 -1.11
O -15.370 -12.405 1.837 -1.05 -0.13 0.49
C -16.482 -11.473 1.887 0.33 -0.77 0.32
H -13.793 -17.866 -2.060 0.21 0.02 0.13
H -15.475 -17.350 -2.097 0.06 0.29 0.18
H -15.024 -18.669 -1.054 0.13 -0.07 0.31
H -12.687 -17.673 0.220 0.35 0.29 -0.41
H -13.965 -17.804 1.332 -0.65 -0.23 -0.02
H -12.622 -15.148 0.777 0.78 -0.19 -0.05
H -12.386 -16.262 2.225 0.31 0.12 -0.22
H -14.942 -15.087 1.475 0.15 0.84 0.07
H -13.001 -13.373 2.270 0.38 -0.15 -0.09
H -13.318 -14.106 3.858 0.09 -0.54 -0.07
H -14.573 -11.990 3.648 0.47 -0.24 0.44
H -15.602 -13.436 3.721 -0.79 0.26 -0.13
H -16.318 -10.651 2.585 0.62 0.41 -0.30
H -17.426 -11.862 2.267 0.00 -0.92 0.08
H -16.705 -11.169 0.864 0.45 0.24 0.12
C -12.086 -17.232 9.735 0.65 0.44 1.34
O -11.111 -16.179 9.862 -0.02 -0.38 -2.37
C -10.632 -15.846 8.518 0.55 1.24 0.71
C -9.360 -14.967 8.649 -1.36 -0.90 1.71
N -9.075 -14.148 7.501 0.97 -1.07 -0.50
C -7.636 -13.889 7.445 0.12 0.38 0.73
C -7.357 -12.693 6.583 -0.25 0.93 -0.83
O -7.922 -11.449 7.076 0.16 -0.92 -1.37
C -7.161 -10.868 8.064 0.01 0.37 1.85
H -12.237 -17.544 10.768 -0.10 -0.35 -0.10
H -11.681 -18.056 9.147 -0.19 -0.06 -0.07
H -13.060 -16.907 9.369 0.09 0.21 -0.43
H -11.367 -15.268 7.958 -0.43 0.09 0.13
H -10.408 -16.710 7.892 -0.03 -0.45 0.31
H -8.584 -15.610 9.064 0.62 -0.17 -0.93
H -9.502 -14.328 9.521 -0.44 0.28 0.24
H -9.552 -13.283 7.712 0.13 0.38 -0.23
H -6.997 -14.719 7.142 -0.56 -0.41 -0.74
H -7.271 -13.794 8.468 0.25 0.75 0.41
H -7.813 -12.864 5.608 -0.50 0.03 0.06
H -6.322 -12.517 6.289 0.42 -0.16 0.66
H -7.672 -9.986 8.449 -0.29 0.00 -0.16
H -6.149 -10.527 7.847 0.21 -0.25 -0.82
H -7.081 -11.554 8.907 0.17 -0.07 0.31
C -21.901 -20.877 0.570 -0.22 -1.93 -0.09
O -23.079 -21.144 -0.200 1.35 0.75 0.71
C -23.741 -19.929 -0.370 -1.98 -0.81 -1.45
C -24.601 -20.070 -1.673 2.05 1.21 0.23
N -23.686 -20.114 -2.851 -0.71 -0.06 0.14
C -24.374 -20.456 -4.102 0.21 -0.38 -0.08
C -23.445 -21.017 -5.179 0.63 0.24 0.00
O -22.630 -22.086 -4.710 0.17 -0.21 -0.37
C -21.694 -22.552 -5.699 0.00 0.77 0.59
H -22.086 -20.565 1.597 -0.36 0.62 -0.05
H -21.243 -20.196 0.030 0.13 0.03 0.13
H -21.480 -21.876 0.688 0.64 0.15 -0.17
H -23.076 -19.069 -0.449 0.23 -0.01 -0.21
H -24.398 -19.777 0.486 -0.23 0.27 0.16
H -25.109 -19.106 -1.683 -0.69 -0.19 -0.43
H -25.269 -20.931 -1.651 -0.19 0.04 0.25
H -22.947 -20.782 -2.683 -0.10 -0.32 0.12
H -24.824 -19.558 -4.524 -0.03 0.15 -0.06
H -25.201 -21.155 -3.973 -0.15 -0.32 0.38
H -22.831 -20.185 -5.525 0.49 0.11 -0.02
H -23.965 -21.377 -6.066 -0.58 0.09 0.03
H -20.905 -21.816 -5.854 0.23 0.23 0.25
H -22.107 -22.675 -6.700 -0.57 -0.37 0.09
H -21.232 -23.467 -5.328 -0.27 0.01 -0.07
C -25.531 -16.593 2.687 2.14 0.15 0.98
O -24.287 -15.984 3.240 -0.74 -0.54 -0.88
C -23.447 -15.421 2.220 0.42 0.08 0.50
C -22.012 -15.015 2.788 -2.68 -0.08 0.44
N -21.509 -16.065 3.688 -0.04 2.15 0.38
C -20.809 -17.069 2.979 0.03 -2.30 0.86
C -20.541 -18.343 3.887 -0.60 1.04 -1.36
O -21.786 -19.036 3.951 -0.25 0.20 0.25
C -21.831 -20.220 4.711 0.74 -0.43 -0.40
H -25.241 -17.432 2.055 -0.02 0.12 -0.38
H -26.133 -15.860 2.150 -0.02 -0.01 0.12
H -26.023 -17.044 3.548 -0.22 0.43 -0.06
H -23.991 -14.551 1.852 0.32 0.25 -0.42
H -23.263 -16.122 1.405 -0.38 -0.31 -0.15
H -22.214 -14.103 3.351 0.38 0.10 0.21
H -21.431 -14.734 1.909 0.53 -0.39 0.23
H -22.364 -16.443 4.071 -0.01 -0.38 0.36
H -19.848 -16.709 2.612 -0.16 -0.01 -0.27
H -21.524 -17.397 2.224 0.73 -0.62 -0.98
H -20.164 -18.019 4.857 -0.13 -0.05 0.31
H -19.784 -18.952 3.393 0.08 -0.19 0.01
H -21.749 -20.075 5.788 -0.27 0.28 0.14
H -21.012 -20.887 4.443 0.48 -0.03 -0.11
H -22.707 -20.810 4.442 -0.34 0.49 0.17
C -9.526 -6.878 7.323 0.34 -1.14 -0.76
O -10.400 -7.318 6.257 0.42 0.61 0.73
C -10.198 -8.639 5.772 -0.95 -0.30 -0.02
C -11.244 -9.625 6.406 1.51 -0.71 0.11
N -10.873 -11.022 6.073 -0.13 1.21 -1.07
C -11.700 -12.113 6.536 0.23 0.26 1.50
C -11.978 -12.027 8.070 -0.08 -0.57 -0.65
O -10.765 -12.113 8.784 0.15 0.53 1.18
C -10.943 -12.100 10.202 0.90 -0.13 0.36
H -9.848 -5.930 7.753 -0.29 -0.24 -0.25
H -8.497 -6.791 6.976 0.12 0.48 -0.55
H -9.377 -7.637 8.091 -0.76 -0.15 0.39
H -9.158 -8.955 5.854 0.11 -0.27 0.70
H -10.332 -8.634 4.690 -0.36 0.24 -0.09
H -12.261 -9.387 6.096 0.08 0.04 -0.15
H -11.173 -9.515 7.488 -0.22 0.46 0.30
H -9.897 -11.115 6.314 0.00 -0.45 0.20
H -11.175 -13.040 6.308 -0.10 -0.06 0.01
H -12.668 -12.162 6.037 -0.01 0.20 -0.17
H -12.579 -12.855 8.447 -0.54 -0.09 -0.37
H -12.480 -11.081 8.272 -0.18 0.16 0.21
H -11.526 -12.911 10.638 -0.31 -0.47 -0.63
H -11.338 -11.200 10.673 -0.30 0.58 -0.73
H -9.956 -12.204 10.653 0.18 -0.07 -0.23
C -17.924 -18.762 0.555 -0.93 0.81 0.23
O -17.902 -18.253 1.880 -0.04 -0.72 0.64
C -16.641 -17.815 2.341 0.45 1.56 -0.28
C -16.781 -16.971 3.628 0.35 -2.21 -0.18
N -15.499 -16.795 4.296 0.16 -0.35 0.63
C -15.643 -16.025 5.561 -0.11 1.28 -1.87
C -14.357 -15.688 6.296 -0.42 -0.58 1.85
O -14.047 -14.281 6.482 -0.84 -0.12 -0.65
C -15.021 -13.504 7.222 -0.01 -0.28 -0.81
H -17.170 -19.503 0.288 0.45 0.28 0.21
H -17.962 -17.876 -0.078 0.59 -0.21 -0.66
H -18.887 -19.248 0.401 -0.11 -0.09 0.28
H -16.251 -17.060 1.659 0.45 -0.48 -0.86
H -15.945 -18.644 2.472 0.10 -0.08 0.08
H -17.339 -17.690 4.227 -0.83 0.83 0.69
H -17.241 -16.027 3.338 -0.55 -0.03 0.38
H -14.948 -16.219 3.676 0.53 0.11 -0.33
H -16.464 -16.441 6.145 0.21 0.01 0.25
H -15.889 -15.019 5.220 -1.08 0.38 0.25
H -13.534 -16.272 5.884 0.37 0.72 -0.16
H -14.485 -16.067 7.310 0.19 -0.31 0.31
H -16.029 -13.432 6.814 -0.16 -0.76 -0.66
H -14.727 -12.457 7.142 0.63 -0.12 0.58
H -15.175 -13.865 8.239 0.51 0.04 0.26
```
Forces are in eV/Å.

Results
E_HOMO, eV: -8.0
Energy relative to the best compared isomer or geometry (same formula, charge and spin), kcal/mol: 93.5
M, g/mol: 1598.3
Kohn-Sham gap, eV: 8.5582
Max |F|, Eh/bohr: 0.0913

Here are the Löwdin charges for atoms 1 to 6, given in e: atom 1 (C): -0.111, atom 2 (O): -0.231, atom 3 (C): -0.173, atom 4 (C): -0.178, atom 5 (N): -0.067, atom 6 (C): -0.187